DFT (ωB97M-V/def2-TZVPD) results for a molecular structure, C36H93N3O12.

Kohn-Sham gap = 7.3 eV
energy = -2492.422465 hartree
HOMO energy = -7.3 eV
net charge = 0
F_max = 15.780 eV/A
energy above the lowest of the compared OMol25 structures with the same formula, charge and spin = 52.641 eV

Cartesian coordinates (Å):
C: 5.92660 -2.78142 0.40186
C: 5.63040 -1.25472 0.72160
C: 5.63443 -0.42404 -0.57490
C: 4.33236 -0.46747 -1.47952
C: 3.21554 -0.13782 -0.60439
C: 3.09495 -0.89228 0.78739
N: 4.37531 -1.03948 1.46595
O: 4.36072 -1.61378 2.66805
C: 2.22532 0.03568 1.73360
C: 2.35729 -2.28449 0.63862
C: 6.81875 -0.78907 1.67788
H: 6.74219 -2.99429 -0.28924
H: 5.04074 -3.15107 -0.11457
H: 6.07023 -3.32871 1.33349
H: 5.68502 0.64747 -0.38148
H: 6.53730 -0.54897 -1.17264
H: 4.21023 -1.43856 -1.95928
H: 4.54833 0.20745 -2.30773
H: 2.29638 -0.45342 -1.09799
H: 3.11070 0.93956 -0.47644
H: 2.50719 1.08620 1.80465
H: 1.18546 0.04718 1.40701
H: 2.25892 -0.31719 2.76435
H: 3.04524 -3.12091 0.51525
H: 1.77673 -2.48066 1.54003
H: 1.71950 -2.32826 -0.24422
H: 7.69992 -0.32129 1.23876
H: 7.20260 -1.61116 2.28196
H: 6.49749 -0.01903 2.37926
H: 4.35510 -0.87420 3.28009
C: 0.83926 0.91448 -0.50600
C: -0.34667 0.38360 0.34615
C: -0.12602 0.85678 1.82568
C: -1.29959 0.95978 2.81594
C: -2.58909 1.51223 2.11253
C: -2.92831 1.00148 0.61585
N: -1.59551 0.87224 -0.26379
O: -1.76042 0.38110 -1.56033
C: -3.62416 -0.32895 0.76653
C: -3.92292 2.05551 0.09432
C: -0.22780 -1.18937 0.36042
H: 0.93014 0.46343 -1.49412
H: 1.78523 0.69924 -0.00910
H: 0.73582 1.99203 -0.63364
H: 0.61085 0.17339 2.24768
H: 0.42004 1.79507 1.92326
H: -1.03432 1.58395 3.66926
H: -1.60586 -0.02541 3.16764
H: -2.38835 2.58311 2.14460
H: -3.42677 1.29371 2.77483
H: -3.92441 -0.71389 -0.20803
H: -2.97227 -1.12046 1.13619
H: -4.49125 -0.24786 1.42201
H: -4.41235 1.64796 -0.79025
H: -4.67929 2.32973 0.82972
H: -3.49603 2.98908 -0.27214
H: -0.57779 -1.68085 -0.54736
H: -0.73308 -1.61590 1.22695
H: 0.78952 -1.57190 0.44290
H: -1.91714 -0.53000 -1.30158
C: 2.08997 0.17091 -2.26259
C: 1.32242 -1.21247 -2.62198
C: -0.13407 -0.79063 -2.89727
C: -0.95882 -1.93860 -3.65807
C: -0.19650 -2.53544 -4.82983
C: 1.31585 -2.81340 -4.67361
N: 1.89976 -1.76810 -3.83174
O: 3.30793 -2.05429 -3.58380
C: 1.60582 -4.24758 -4.06687
C: 2.01561 -2.70609 -6.10314
C: 1.40729 -2.23766 -1.43063
H: 3.15556 -0.01201 -2.12419
H: 1.65229 0.66511 -1.39523
H: 2.08058 0.78250 -3.16479
H: -0.73847 -0.49897 -2.03835
H: -0.08484 0.07406 -3.55908
H: -1.93558 -1.52308 -3.90578
H: -1.06799 -2.77806 -2.97142
H: -0.31101 -1.93936 -5.73519
H: -0.66826 -3.49113 -5.05832
H: 1.83923 -4.12005 -3.00982
H: 0.79223 -4.96696 -4.16008
H: 2.36530 -4.71100 -4.69657
H: 3.08686 -2.89752 -6.16540
H: 1.47734 -3.33832 -6.80928
H: 1.90725 -1.70466 -6.51968
H: 2.39218 -2.70297 -1.39080
H: 0.63035 -2.99470 -1.32411
H: 1.28178 -1.70363 -0.48874
H: 3.76921 -1.36643 -4.06927
C: -4.08422 1.31051 4.23563
O: -3.47994 2.30130 4.98234
H: -4.72767 1.78851 3.49698
H: -3.27901 0.77608 3.73154
H: -4.64508 0.61389 4.85876
H: -3.00179 2.99206 4.51775
C: -0.34950 -1.97664 3.39253
O: -1.63306 -1.66487 3.89863
H: -0.56140 -2.66355 2.57317
H: 0.04709 -1.11909 2.84900
H: 0.34103 -2.35025 4.14863
H: -1.56349 -0.79753 4.30418
C: -0.83557 4.87703 0.57549
O: 0.01927 3.78151 0.19145
H: -1.34986 5.18702 -0.33419
H: -1.65224 4.42658 1.13963
H: -0.44401 5.77248 1.05813
H: -0.40574 3.30318 -0.52421
C: 1.38443 2.13197 3.83640
O: 0.98535 1.08304 4.63454
H: 0.60490 2.88702 3.73482
H: 2.34643 2.52319 4.16749
H: 1.61599 1.69636 2.86443
H: 1.80466 0.72516 4.98421
C: -0.55019 2.72839 -2.13487
O: -1.37618 3.06263 -1.04815
H: 0.43567 3.11436 -1.87568
H: -0.52765 1.66810 -2.38662
H: -0.89748 3.09191 -3.10200
H: -1.72652 2.24511 -0.68686
C: -3.13123 3.85464 3.07041
O: -2.14213 3.47967 4.08600
H: -2.69323 4.26746 2.16164
H: -3.85914 3.05774 2.91816
H: -3.83047 4.58676 3.47435
H: -1.47810 4.16119 4.21330
C: -5.77304 -1.06624 0.75551
O: -5.14362 -1.18981 -0.47245
H: -6.75689 -1.53527 0.76677
H: -5.19057 -1.63321 1.48171
H: -5.78175 -0.05316 1.15765
H: -5.60212 -0.65729 -1.12652
C: -3.44217 3.75859 -2.24497
O: -2.55877 4.69368 -1.65942
H: -3.67012 2.96238 -1.53631
H: -4.42662 4.12164 -2.54022
H: -2.83551 3.34906 -3.05266
H: -1.92769 4.15307 -1.17872
C: -3.11898 -3.35182 -0.67832
O: -3.87888 -2.49760 0.15090
H: -3.41733 -3.04750 -1.68155
H: -2.06684 -3.12853 -0.85504
H: -3.28867 -4.42846 -0.68997
H: -4.27205 -1.76649 -0.33127